The following is a DFT calculation (ωB97M-V/def2-TZVPD) of one molecule with the formula C5H8ClOP.

Kohn-Sham gap: 10.6823 eV
energy above the lowest of the compared OMol25 structures with the same formula, charge and spin: 10.49 kcal/mol

```
! wB97M-V def2-TZVPD RIJCOSX def2/J DEFGRID3
* xyz 0 1
C 0.5138 0.9312 -1.0153
C -0.7788 0.8567 -1.3025
C -0.1715 0.2863 1.2554
C 0.9705 0.2752 0.2290
C 1.1994 -1.1993 -0.0008
O -2.7747 1.2085 0.5114
P -1.6840 0.2732 0.1407
Cl -2.4238 -1.5864 -0.1630
H 1.2964 1.2257 -1.6451
H -1.3374 0.9900 -2.2216
H -0.3147 -0.4777 2.0183
H -0.3417 1.2962 1.6816
H 1.8763 0.6578 0.5803
H 0.4851 -1.9381 -0.5468
H 1.3868 -1.6754 1.0546
H 2.0985 -1.1241 -0.5764
*
```

Here are the Löwdin charges for atoms 1 to 2, given in e: C -0.114; C -0.152



The following is a DFT calculation (ωB97M-V/def2-TZVPD) of C5H8CsFO4 as an isolated structure.

Kohn-Sham gap: 7.5028 eV
energy above the lowest of the compared OMol25 structures with the same formula, charge and spin: 0.00 kcal/mol

```
! wB97M-V def2-TZVPD RIJCOSX def2/J DEFGRID3
* xyz 0 1
C 0.1823 -1.2692 1.5638
O -0.5130 -0.0989 1.1438
C -0.7226 -2.0867 2.4578
H 0.4882 -1.8576 0.6835
H 1.0929 -0.9612 2.1067
H -0.1792 -2.9699 2.8201
H -1.0478 -1.5031 3.3301
H -1.6123 -2.4208 1.9068
C -0.7515 1.0684 -1.8338
O 0.0181 0.2691 -1.1097
C 0.1513 0.7743 0.2433
C -0.6065 2.1018 0.1679
O -1.2289 2.0683 -1.1218
O -0.7386 1.0675 -3.0451
F 3.3038 -0.7645 -4.3691
H 1.2128 0.8386 0.5133
H -1.3847 2.1661 0.9335
H 0.0416 2.9804 0.2404
Cs 2.2939 0.5973 -6.6315
*
```

Here are the Löwdin charges for atoms 1 to 2, given in e: C -0.260; O -0.087



The following is a DFT calculation (ωB97M-V/def2-TZVPD) of one molecule with the formula C5H8F2.

Kohn-Sham gap: 11.4829 eV
energy above the lowest of the compared OMol25 structures with the same formula, charge and spin: 28.98 kcal/mol

```
! wB97M-V def2-TZVPD RIJCOSX def2/J DEFGRID3
* xyz 0 1
C -1.4448 -0.8383 -0.3230
C -0.8503 0.5238 -0.0819
C -0.1872 0.7035 1.2456
C 0.6321 0.6853 -0.0413
C 1.6197 -0.3378 -0.5321
H -2.5366 -0.8259 -0.1225
H -1.0572 -1.6372 0.3863
H -1.2900 -1.1958 -1.3532
H -1.5374 1.3874 -0.3153
H -0.1688 1.7478 1.5398
H -0.2043 -0.1161 1.8962
H 2.2583 -0.0676 -1.4137
H 1.2013 -1.3576 -0.8525
F 0.9708 1.9386 -0.5148
F 2.5943 -0.6101 0.4824
*
```

Here are the Löwdin charges for atoms 1 to 2, given in e: C -0.086; C -0.280



The following is a DFT calculation (ωB97M-V/def2-TZVPD) of a 2-piece molecular cluster, C5H8F2NO2 overall.

Kohn-Sham gap: 7.3958 eV
energy above the lowest of the compared OMol25 structures with the same formula, charge and spin: 14.01 kcal/mol

```
! wB97M-V def2-TZVPD RIJCOSX def2/J DEFGRID3
* xyz -1 1
C 0.7639 1.9169 -0.0546
C 0.7500 -1.6461 0.2912
C -0.7463 -0.1460 1.4962
C -1.0639 -0.4732 -0.7773
C 0.1699 1.1029 -1.2553
N -0.5291 -0.9678 0.3583
O 0.1777 2.9650 0.2587
O 1.8520 1.5033 0.3585
F 1.0455 0.5015 -2.1080
F -0.6088 1.8382 -2.2142
H 0.8914 -2.1065 -0.7359
H 1.6294 -1.0083 0.2398
H 0.8989 -2.3574 1.0559
H -1.8506 0.1202 1.3533
H -0.4858 -0.7073 2.3887
H -0.0444 0.7236 1.6089
H -2.0696 0.0112 -0.7200
H -0.7802 -1.2702 -1.5444
*
```

Here are the Löwdin charges for atoms 1 to 2, given in e: C -0.744; C -0.090



These records have max |F| values of 3.69 3.64 2.61 4.66 eV Å⁻¹, in the order they appear.